# 1
# C4H12IN3OP

A cluster of 2 separate species, C4H12IN3OP in total in a non-equilibrium geometry (ωB97M-V/def2-TZVPD, the OMol25 dataset).

Last column: Löwdin charge in e.
Positions of all 22 atoms, in Å:
1 I -0.38 -0.60 -2.01  0.72
2 P -0.58 -1.48 0.25  0.46
3 O -1.26 -3.02 0.22  -0.22
4 N -1.67 2.30 -0.31  0.12
5 N -1.71 -0.49 1.07  -0.10
6 N 3.47 -1.16 1.18  -0.01
7 C -1.89 2.94 -1.23  -0.26
8 C -2.16 3.77 -2.40  -0.05
9 C 2.18 -0.69 0.59  -0.32
10 C 1.07 -1.68 1.10  -0.29
11 H -1.59 3.43 -3.27  0.09
12 H -0.96 -3.42 1.05  0.08
13 H 0.92 -1.62 2.20  0.11
14 H 3.28 -1.99 1.73  0.06
15 H -1.90 4.81 -2.22  0.09
16 H 4.08 -1.48 0.43  0.08
17 H -1.84 -0.76 2.04  0.07
18 H 1.43 -2.70 0.83  0.10
19 H 1.99 0.36 0.92  0.12
20 H -3.22 3.73 -2.67  0.09
21 H -1.52 0.51 0.95  0.00
22 H 2.24 -0.69 -0.52  0.06

The value obtained for the energy above the lowest of the compared OMol25 structures with the same formula, charge and spin is 0.00 kcal/mol. Its charge is +1. The energy is -1037.959116 Ha. As for the LUMO energy: -4.542 eV.

---

# 2
# C4H12InO4

A structure of composition C4H12InO4 in a non-equilibrium geometry (ωB97M-V/def2-TZVPD, the OMol25 dataset).

Last column: Löwdin charge in e.
Positions of all 21 atoms, in Å:
1 In -8.95 -31.98 14.71  1.72
2 O -9.06 -33.19 12.90  -0.02
3 O -7.12 -31.83 13.36  -0.13
4 O -9.23 -30.35 13.33  -0.11
5 O -8.18 -30.14 15.54  0.01
6 C -9.66 -32.30 11.98  -0.11
7 C -7.47 -29.63 14.37  -0.14
8 C -9.04 -30.92 12.08  -0.17
9 C -6.46 -30.63 13.83  -0.07
10 H -5.72 -30.93 14.57  0.17
11 H -7.05 -28.69 14.73  0.19
12 H -5.93 -30.26 12.95  0.18
13 H -9.54 -32.67 10.96  0.18
14 H -8.14 -29.24 13.60  0.12
15 H -9.41 -29.42 13.16  0.18
16 H -6.46 -32.40 12.96  0.17
17 H -10.73 -32.16 12.09  0.17
18 H -7.63 -29.94 16.30  0.18
19 H -9.40 -30.33 11.23  0.19
20 H -7.95 -30.89 12.00  0.14
21 H -8.40 -33.67 12.40  0.17

The value obtained for the energy above the lowest of the compared OMol25 structures with the same formula, charge and spin is 57.25 kcal/mol. Its charge is +3. The energy is -649.248633 Ha. As for the LUMO energy: -17.497 eV.

---

# 3
# C4H12InO4

A structure of composition C4H12InO4 in a non-equilibrium geometry (ωB97M-V/def2-TZVPD, the OMol25 dataset).

Last column: Löwdin charge in e.
Positions of all 21 atoms, in Å:
1 In 2.63 0.52 -0.55  1.48
2 O 1.15 -1.65 -1.92  0.02
3 O -0.37 0.88 -1.52  0.04
4 O 1.31 1.93 1.72  -0.10
5 O 0.45 -0.76 1.23  -0.04
6 C -0.30 0.03 2.16  -0.08
7 C -0.14 -1.45 -2.45  -0.04
8 C -0.06 1.60 1.86  -0.15
9 C -1.01 -0.38 -1.65  -0.04
10 H 1.29 -2.57 -1.70  0.16
11 H -1.32 -0.33 2.30  0.17
12 H -1.06 -0.82 -0.65  0.16
13 H -0.72 2.00 1.09  0.12
14 H 1.56 2.54 2.42  0.14
15 H -0.01 -0.96 -3.42  0.19
16 H -1.96 -0.23 -2.15  0.18
17 H -0.32 2.18 2.74  0.16
18 H -1.04 1.55 -1.71  0.16
19 H 0.18 -0.12 3.13  0.16
20 H 0.44 -1.60 1.69  0.14
21 H -0.69 -2.38 -2.60  0.18

The value obtained for the energy above the lowest of the compared OMol25 structures with the same formula, charge and spin is 59.83 kcal/mol. Its charge is +3. The energy is -649.244525 Ha. As for the LUMO energy: -18.620 eV.

---

Number 1: orbital gap 0.311 Ha. Number 2: orbital gap 0.236 Ha. Number 3: orbital gap 0.137 Ha.